Molecular formula: C27H38AlF3N3O2SSb
Method: DFT, the ωB97M-V functional and the def2-TZVPD basis

XYZ file:
```
76
Properties=species:S:1:pos:R:3:forces:R:3:lowdin_charge:R:1
Al 1.48533 -0.11664 0.00709 0.858 -0.170 -0.672 0.534
S 1.17801 -3.73734 2.73751 -0.014 -0.118 0.115 1.070
C -0.27631 -2.87755 2.65557 0.017 0.076 -0.046 -0.416
C -0.13860 -1.79542 1.84435 -0.096 -0.049 0.000 -0.267
C 1.14763 -1.62060 1.25080 -0.261 0.134 0.046 -0.179
C 1.98584 -2.63576 1.68611 0.370 -0.044 -0.061 -0.448
C 3.41731 -2.94217 1.41796 -0.201 0.078 0.050 -0.275
C 4.06614 -3.99861 2.06775 -0.039 -0.026 0.026 -0.051
C 5.37720 -4.28652 1.75172 0.042 -0.014 -0.010 -0.065
C 6.03274 -3.50524 0.81196 -0.020 -0.001 0.003 -0.063
C 5.32668 -2.45655 0.25144 -0.017 -0.018 0.018 -0.117
N 4.05863 -2.18067 0.53962 0.047 -0.024 0.008 0.129
H -1.15051 -3.20499 3.19386 -0.030 0.003 0.011 0.069
H -0.95216 -1.12198 1.65352 0.000 0.010 -0.036 -0.024
H 3.55400 -4.58784 2.81521 0.007 -0.033 -0.022 0.072
H 5.88306 -5.11286 2.23391 0.005 0.005 0.015 0.108
H 7.05707 -3.69781 0.52613 0.016 0.011 0.013 0.101
H 5.80268 -1.79646 -0.46684 0.001 0.009 -0.023 0.101
F -0.07385 2.19080 -1.30378 0.032 0.072 -0.025 -0.070
C 1.07709 1.45806 -1.37152 -0.397 -0.019 0.172 -0.516
F 1.07910 1.00938 -2.66481 -0.075 -0.070 -0.038 0.055
F 2.05199 2.41023 -1.33851 0.097 -0.022 -0.026 0.070
C 4.46982 -1.09185 -4.61635 0.040 0.002 0.017 -0.009
N 4.22336 -0.63144 -3.25594 0.082 0.064 -0.028 -0.032
C 5.05004 0.25155 -2.64224 0.032 -0.068 -0.069 -0.038
C 4.83365 0.71009 -1.39046 -0.073 -0.013 0.046 0.025
C 3.62857 0.26448 -0.78287 0.059 -0.040 0.344 -0.464
O 3.16936 0.64655 0.35859 0.054 0.155 0.002 0.011
N 2.80238 -0.58199 -1.40467 0.078 -0.046 -0.141 0.147
C 3.04979 -1.10278 -2.64136 -0.101 -0.029 0.125 -0.481
O 2.34456 -1.90863 -3.20566 -0.069 0.008 -0.064 0.089
H 5.46643 -0.77476 -4.91466 -0.015 -0.005 -0.020 0.088
H 3.72801 -0.67651 -5.29658 -0.010 0.004 -0.002 0.101
H 4.39522 -2.17525 -4.65496 0.017 -0.008 0.010 0.096
H 5.90336 0.56938 -3.22699 0.014 -0.027 0.008 0.133
H 5.48154 1.41966 -0.90544 0.013 0.010 0.009 0.122
C -3.11972 -0.19552 3.00194 -0.017 -0.069 -0.027 -0.126
C -3.55997 -0.09402 1.53718 -0.076 0.208 -0.188 -0.656
C -3.71326 -1.51140 0.97509 0.001 -0.004 0.060 -0.131
C -4.94639 0.56329 1.56857 -0.002 -0.157 0.067 -0.115
Sb -1.98453 0.91307 0.24709 -0.211 -0.262 0.618 1.656
C -1.71357 2.80104 1.42726 -0.160 -0.096 -0.300 -0.687
C -0.82357 2.34106 2.58400 0.134 0.184 -0.026 -0.130
C -0.96484 3.90423 0.68275 -0.052 0.053 0.012 -0.124
C -3.02352 3.38593 1.94532 0.055 0.070 0.033 -0.122
C -3.01201 0.95973 -1.74187 0.048 0.179 0.270 -0.684
C -2.52815 2.07748 -2.66737 -0.044 -0.016 0.020 -0.118
C -2.59531 -0.39135 -2.32751 -0.005 0.099 -0.218 -0.137
C -4.53121 1.04921 -1.65788 0.006 -0.007 -0.144 -0.128
H -3.84568 -0.83309 3.52137 0.020 -0.008 0.016 0.087
H -3.13662 0.76854 3.50656 -0.016 0.048 -0.006 0.060
H -2.13828 -0.63938 3.15467 0.059 0.008 -0.020 0.054
H -4.34357 -2.10032 1.65244 -0.013 -0.006 -0.013 0.086
H -2.76163 -2.03666 0.87313 0.005 -0.008 0.011 0.063
H -4.20043 -1.51507 0.00055 -0.017 0.022 -0.028 0.057
H -5.58679 -0.03021 2.23431 -0.005 0.008 -0.006 0.088
H -5.43700 0.59659 0.60553 -0.026 -0.036 -0.059 0.043
H -4.92845 1.57323 1.96315 0.012 0.064 0.040 0.053
H 0.12137 1.92290 2.22267 -0.004 0.033 -0.021 0.066
H -1.28359 1.59810 3.22676 -0.064 -0.056 0.035 0.050
H -0.56735 3.20869 3.20374 -0.025 -0.013 0.023 0.093
H 0.03421 3.61017 0.37606 -0.008 -0.004 0.017 0.062
H -0.85537 4.74787 1.37454 -0.028 0.040 -0.039 0.085
H -1.50171 4.26180 -0.19783 0.004 -0.022 -0.005 0.078
H -3.51445 2.73853 2.66577 -0.003 -0.048 0.040 0.048
H -3.72683 3.59466 1.13685 0.002 0.014 -0.004 0.081
H -2.81633 4.33561 2.45306 -0.007 -0.006 0.018 0.084
H -1.49390 1.95760 -2.97026 0.025 0.001 0.025 0.059
H -2.64787 3.07101 -2.23057 -0.015 -0.009 0.010 0.077
H -3.14114 2.03736 -3.57471 0.009 0.047 -0.019 0.083
H -1.51028 -0.47647 -2.41514 0.011 0.017 -0.022 0.068
H -3.01263 -0.48698 -3.33703 -0.010 -0.020 0.005 0.093
H -2.95098 -1.23780 -1.74104 -0.022 -0.009 0.035 0.058
H -4.86972 1.92972 -1.11104 -0.005 0.017 0.003 0.079
H -4.97560 0.16423 -1.21061 0.002 -0.030 0.028 0.054
H -4.92850 1.12466 -2.67696 -0.019 -0.023 0.004 0.084
```
Positions in Å, forces in eV/Å.

Its largest force on an atom is 1.103 eV/Å. Its highest occupied orbital energy is -7.8 eV. As for the total energy: -2546.90450 Ha. The value obtained for the orbital gap is 8.0 eV. The energy above the lowest of the compared OMol25 structures with the same formula, charge and spin comes out at 0.00 kcal per mole. As for the total charge: 0.